1.
{
  "formula": "C2H9N3O",
  "method": "wB97M-V/def2-TZVPD",
  "elements": ["N", "C", "N", "H", "H", "H", "H", "H", "H", "C", "N", "O", "H", "H", "H"],
  "positions_angstrom": [[0.222232, 0.253357, -1.776261], [-1.261280, 0.267574, -1.604204], [-1.678366, 0.071212, -0.235700], [0.443293, 0.919201, -2.497160], [0.655949, 0.534241, -0.899067], [-1.761354, 1.186249, -1.933954], [-1.589480, -0.577564, -2.211038], [-1.319376, -0.824110, 0.071946], [-1.437863, 0.846789, 0.349270], [1.052367, -1.001905, 1.496909], [1.462325, 0.286858, 1.995220], [-0.117875, -1.528907, 1.614870], [1.821337, -1.537719, 0.921161], [2.449601, 0.373891, 1.893088], [1.058490, 0.730833, 2.814920]],
  "atomic_forces_ev_per_a": [[-0.668, 0.272, 0.070], [0.315, -0.216, 0.704], [-0.776, -0.578, -1.675], [0.442, 0.294, -0.153], [0.058, -0.047, -0.038], [0.334, 0.079, -0.418], [-0.536, 0.098, 0.017], [0.387, 0.198, 1.115], [0.480, -0.081, 0.429], [0.115, -1.200, -0.172], [-0.749, 0.449, -0.883], [-0.291, 0.645, 0.354], [0.233, 0.422, 0.162], [0.514, 0.318, 0.340], [0.143, -0.653, 0.148]],
  "mulliken_spin": [0.04, 0.02, 0.02, -0.03, 0.02, 0.00, 0.00, 0.02, -0.03, 0.65, 0.06, 0.14, 0.06, 0.00, 0.04],
  "gap_ev": [3.1, 7.6],
  "s_squared": 0.75,
  "relative_energy_kcal_mol": 14.8,
  "charge": -1,
  "e_tot_ev": -8735.970,
  "multiplicity": 2,
  "lumo_ha": [0.1556, 0.1541]
}

=====

2.
{
  "formula": "C2H9N3O",
  "method": "wB97M-V/def2-TZVPD",
  "elements": ["N", "C", "N", "H", "H", "H", "H", "H", "N", "C", "O", "H", "H", "H", "H"],
  "positions_angstrom": [[1.453936, -0.927130, 1.202482], [1.326273, 0.181185, 1.844008], [0.165749, 0.898238, 1.913946], [-0.006404, -0.802018, -0.173470], [2.439124, -1.155191, 1.208916], [2.034928, 0.293802, 2.678848], [0.119216, 1.877979, 1.713015], [-0.658150, 0.372881, 1.627135], [-0.721749, -0.202425, -2.628103], [-1.169031, 0.242394, -1.290974], [-0.976406, -0.736093, -0.278207], [-1.300648, -0.998811, -2.872024], [0.209490, -0.572234, -2.479582], [-0.660082, 1.189126, -1.105813], [-2.256247, 0.338296, -1.360177]],
  "atomic_forces_ev_per_a": [[-0.213, 1.484, -1.089], [0.294, -1.724, 1.060], [-0.997, -0.619, 0.270], [-0.203, -0.468, 0.562], [0.023, -0.756, 0.624], [0.427, 1.307, -0.672], [0.347, 0.199, 0.294], [0.296, 0.288, -0.488], [-0.241, 0.141, 0.983], [-0.642, -0.993, -1.135], [0.477, 0.671, -0.425], [0.096, -0.069, -0.127], [0.229, -0.038, -0.370], [-0.092, 0.030, 0.399], [0.198, 0.547, 0.113]],
  "nbo_charge": [-0.72, 0.28, -0.86, 0.49, 0.35, 0.16, 0.40, 0.42, -0.83, 0.07, -0.76, 0.35, 0.34, 0.15, 0.17],
  "gap_ev": 10.5,
  "relative_energy_kcal_mol": 35.7,
  "charge": 0,
  "e_tot_ev": -8736.891,
  "smiles": "[H]/N=C/N.NCO",
  "lumo_ha": 0.0346
}

=====

3.
{
  "formula": "C2H9N3O",
  "method": "wB97M-V/def2-TZVPD",
  "elements": ["N", "C", "N", "H", "H", "H", "H", "H", "N", "C", "O", "H", "H", "H", "H"],
  "positions_angstrom": [[1.684762, 0.543960, 0.120187], [1.971980, 0.619676, -1.142594], [1.013759, 0.330851, -2.061311], [0.642585, 0.435284, 0.211164], [2.016544, 1.277616, 0.735872], [2.956051, 0.830969, -1.530625], [0.114420, 0.153002, -1.592129], [0.866129, 1.129061, -2.674576], [-1.520429, -1.704907, 1.036302], [-1.908681, -0.281436, 1.220009], [-0.929427, 0.532087, 0.726136], [-0.945673, -1.740862, 0.202735], [-0.882425, -1.972052, 1.780141], [-2.882430, -0.131304, 0.710757], [-2.197166, -0.021944, 2.257933]],
  "atomic_forces_ev_per_a": [[-0.227, 0.900, -0.960], [-0.732, -0.212, -0.217], [-0.276, 0.306, 0.689], [-1.504, -0.385, 1.637], [0.845, -0.711, 0.332], [0.215, 0.592, 0.102], [0.024, -0.029, 0.011], [0.452, -0.482, -0.658], [-0.538, -0.227, 0.927], [0.176, 0.092, -0.903], [0.994, 0.760, -0.692], [-0.180, 0.157, -0.151], [-0.063, 0.060, 0.069], [0.229, -0.175, -0.381], [0.584, -0.646, 0.195]],
  "nbo_charge": [-0.71, 0.43, -0.78, 0.47, 0.43, 0.20, 0.42, 0.41, -0.87, 0.12, -1.01, 0.33, 0.34, 0.10, 0.12],
  "gap_ev": 6.3,
  "relative_energy_kcal_mol": 76.9,
  "charge": 0,
  "e_tot_ev": -8735.105,
  "lumo_ha": -0.0266
}

=====

4.
{
  "formula": "C2H9N3O",
  "method": "wB97M-V/def2-TZVPD",
  "elements": ["C", "C", "N", "N", "N", "O", "H", "H", "H", "H", "H", "H", "H", "H", "H"],
  "positions_angstrom": [[-0.376057, 0.254325, -0.890996], [0.809684, -0.571343, 1.820377], [0.928224, 0.577416, -1.145716], [-0.784744, -0.986991, -1.309662], [-1.274140, 1.288863, -0.889084], [-0.276157, -0.620976, 0.971227], [1.344889, 1.234055, -0.499797], [1.513738, -0.232313, -1.289437], [-0.577005, -1.542560, -0.416829], [-1.775719, -1.018479, -1.513368], [-2.112755, 1.099909, -0.359871], [-0.894880, 2.210801, -0.731197], [0.680370, 0.133266, 2.662542], [1.028717, -1.557891, 2.264731], [1.765836, -0.268081, 1.327081]],
  "atomic_forces_ev_per_a": [[0.258, 0.012, 0.114], [0.186, 0.170, 0.148], [0.036, 0.118, 0.227], [-0.109, -0.836, 0.617], [0.171, -0.209, 0.307], [0.092, 0.411, -0.131], [-0.046, -0.001, -0.027], [-0.092, -0.019, -0.002], [-0.266, 0.334, -1.059], [0.040, 0.077, -0.026], [0.056, 0.007, 0.003], [-0.004, -0.094, 0.028], [-0.037, -0.061, -0.055], [-0.066, 0.109, -0.052], [-0.219, -0.019, -0.092]],
  "nbo_charge": [0.75, -0.23, -0.80, -0.87, -0.80, -0.86, 0.39, 0.40, 0.46, 0.37, 0.40, 0.39, 0.14, 0.16, 0.11],
  "gap_ev": 9.0,
  "relative_energy_kcal_mol": 46.4,
  "charge": 0,
  "e_tot_ev": -8736.426,
  "lumo_ha": 0.0298
}

=====

5.
{
  "formula": "C2H9N3S2",
  "method": "wB97M-V/def2-TZVPD",
  "elements": ["N", "C", "N", "N", "H", "H", "H", "H", "H", "C", "S", "S", "H", "H", "H", "H"],
  "positions_angstrom": [[1.024831, 0.470005, 2.957337], [0.086932, -0.101909, 2.082016], [0.558521, -0.394083, 0.836859], [-1.075683, -0.458988, 2.483674], [0.883164, 0.217851, 3.917194], [1.965259, 0.425770, 2.598408], [1.502694, -0.128318, 0.641763], [-0.153056, -0.687740, 0.183486], [-1.271219, -0.079479, 3.398667], [-1.252650, 0.512411, -3.365509], [-0.889041, -0.042459, -1.651332], [1.152669, -0.196964, -1.772275], [-1.333337, 1.597049, -3.342809], [-2.167915, 0.032001, -3.699615], [-0.371695, 0.265626, -3.950256], [1.340527, -1.430771, -1.317609]],
  "atomic_forces_ev_per_a": [[-0.096, 0.349, -1.229], [-0.073, -0.876, 1.701], [-0.567, 0.024, 2.142], [-0.224, 0.294, -0.974], [0.250, -0.059, 0.074], [0.167, 0.065, 0.561], [-0.332, -0.061, -0.634], [0.651, 0.009, 0.526], [0.006, -0.050, 0.222], [0.422, 0.084, 0.649], [-0.388, 0.339, -0.824], [0.796, 0.656, -1.567], [-0.266, -0.057, -0.078], [0.099, 0.029, -0.160], [-0.265, -0.270, -0.283], [-0.180, -0.476, -0.125]],
  "nbo_charge": [-0.85, 0.58, -0.85, -0.79, 0.39, 0.37, 0.40, 0.40, 0.33, -0.72, 0.07, -0.15, 0.22, 0.23, 0.24, 0.13],
  "gap_ev": 8.9,
  "relative_energy_kcal_mol": 25.1,
  "charge": 0,
  "e_tot_ev": -28360.046,
  "smiles": "N=C(N)N.CSS",
  "lumo_ha": 0.0105
}

=====

6.
{
  "formula": "C2H9N5",
  "method": "wB97M-V/def2-TZVPD",
  "elements": ["C", "N", "C", "N", "N", "N", "N", "H", "H", "H", "H", "H", "H", "H", "H", "H"],
  "positions_angstrom": [[1.025003, -0.781314, -0.385552], [0.432603, -0.789632, -1.694572], [0.129799, 0.437813, 0.265606], [-1.408947, -0.804452, 1.451356], [-0.883155, 0.236943, -1.094290], [0.850520, 1.670802, 0.151815], [-0.545570, 0.323549, 1.414232], [0.906490, -0.091785, -2.265358], [-0.897149, -1.686616, 1.369675], [-1.883279, -0.784397, 2.345046], [-1.274662, 0.874415, -1.786151], [-1.684386, -0.237514, -0.683025], [0.478520, 2.330851, 0.826239], [1.834295, 1.548000, 0.353606], [0.836746, -1.730737, 0.116833], [2.083172, -0.515926, -0.385460]],
  "atomic_forces_ev_per_a": [[-0.913, 1.105, 0.850], [-2.975, 1.117, 0.216], [1.420, -0.324, 2.530], [-0.381, -0.438, -0.627], [1.847, -1.308, -1.895], [-0.139, -0.065, -0.340], [0.697, 0.697, -0.964], [-0.224, 0.201, 0.041], [-0.005, 0.074, 0.370], [0.153, -0.096, -0.099], [0.461, 0.441, -0.022], [0.139, -1.138, -0.038], [-0.131, -0.113, -0.017], [-0.053, -0.101, -0.038], [0.155, 0.116, 0.037], [-0.052, -0.167, -0.003]],
  "nbo_charge": [-0.34, -0.37, 0.45, -0.73, -0.58, -0.86, -0.54, 0.35, 0.32, 0.36, 0.39, 0.41, 0.39, 0.36, 0.19, 0.20],
  "gap_ev": [7.2, 7.2],
  "relative_energy_kcal_mol": 124.4,
  "charge": 0,
  "e_tot_ev": -9665.500,
  "lumo_ha": [0.0187, 0.0187]
}